{
  "formula": "C3H7N4",
  "method": "ωB97M-V with the def2-TZVPD basis set",
  "species": ["C", "C", "C", "N", "N", "N", "N", "H", "H", "H", "H", "H", "H", "H"],
  "coordinates": [[-0.2751, 1.7948, -1.1673], [0.9882, -1.7629, 1.6616], [-0.0052, -2.0333, 0.6760], [0.7906, -0.1332, 1.3985], [0.4271, 0.6831, 0.6497], [-0.3397, 0.7294, -0.3863], [-1.2598, 2.0885, -1.9495], [0.7134, 2.3629, -1.2578], [0.8344, -1.8780, 2.7104], [1.9713, -1.9857, 1.5548], [0.2637, -2.5474, -0.2822], [-1.0218, -1.7021, 0.9683], [-1.0464, 2.9163, -2.5444], [-2.0407, 1.4674, -2.0319]],
  "e_homo_ev": [-13.055, -12.992],
  "lumo_energy_ev": [-4.89, -4.73],
  "gap_ev": [8.16, 8.26],
  "total_charge": 1,
  "e_above_lowest_kcal_mol": 130.25,
  "molar_mass_da": 99.1
}

{
  "formula": "Br2H4Si2",
  "method": "ωB97M-V with the def2-TZVPD basis set",
  "species": ["Si", "Si", "Br", "Br", "H", "H", "H", "H"],
  "coordinates": [[1.8634, 0.5472, 0.1481], [-2.6935, -1.7405, 0.2596], [-4.0599, -0.0003, -0.1843], [-0.1530, 1.4153, 0.0086], [2.9971, 1.6112, 0.0279], [1.7535, -0.4250, 1.2636], [1.8914, -0.1360, -1.0658], [-1.5989, -1.2720, -0.4579]],
  "e_homo_ev": -8.863,
  "lumo_energy_ev": -1.01,
  "gap_ev": 7.85,
  "e_above_lowest_kcal_mol": 52.89,
  "molar_mass_da": 220.0
}

{
  "formula": "C3H7O3S3",
  "method": "ωB97M-V with the def2-TZVPD basis set",
  "species": ["C", "C", "C", "S", "S", "S", "O", "O", "O", "H", "H", "H", "H", "H", "H", "H"],
  "coordinates": [[-1.4172, 0.5478, -0.4386], [-0.0539, 0.0535, 0.1216], [1.1025, -0.2897, -0.7161], [2.3769, 1.1171, -1.1207], [3.2887, 1.4543, 0.6858], [1.9526, -1.7071, 0.1053], [3.0378, -2.0435, -0.7211], [0.9013, -2.6634, 0.2612], [2.4208, -1.1467, 1.4326], [-1.9078, 1.2843, 0.2855], [-1.3102, 0.8828, -1.4694], [-2.0243, -0.2989, -0.5249], [-0.2226, -0.8796, 0.6582], [0.2577, 0.8240, 0.8976], [0.6613, -0.5759, -1.6518], [2.8595, 0.1231, 1.1667]],
  "e_homo_ev": -3.948,
  "smiles": "CC[C@@H](SS)S(=O)(=O)[O-]",
  "lumo_energy_ev": 3.40,
  "gap_ev": 7.35,
  "total_charge": -1,
  "e_above_lowest_kcal_mol": 5.66,
  "molar_mass_da": 187.3
}

{
  "formula": "C4H11N3O",
  "method": "ωB97M-V with the def2-TZVPD basis set",
  "species": ["C", "C", "N", "N", "C", "N", "C", "O", "H", "H", "H", "H", "H", "H", "H", "H", "H", "H", "H"],
  "coordinates": [[-1.5599, -2.7760, -0.3529], [-0.9229, -1.4207, -0.4704], [-0.1182, -1.0268, 0.4586], [0.1279, 0.2801, 0.1671], [-0.8757, 1.3303, 0.1564], [1.4699, 0.5782, 0.4079], [2.0199, 1.5968, -0.4625], [1.6177, 1.0540, 1.7618], [-2.6418, -2.6686, -0.2897], [-1.1931, -3.3023, 0.5233], [-1.3536, -3.3634, -1.2507], [-1.2916, -0.8700, -1.3477], [-1.0768, 1.6437, -0.8769], [-0.5132, 2.1863, 0.7215], [-1.8077, 0.9896, 0.6079], [1.7677, 1.3289, -1.4899], [1.6555, 2.6009, -0.2217], [3.0990, 1.5929, -0.3363], [1.5970, 0.2460, 2.2942]],
  "e_homo_ev": -7.999,
  "smiles": "C/C=N/N(C)N(C)O",
  "lumo_energy_ev": 0.95,
  "gap_ev": 8.95,
  "e_above_lowest_kcal_mol": 121.14,
  "molar_mass_da": 117.2
}

{
  "formula": "C33H36N4O3",
  "method": "ωB97M-V with the def2-TZVPD basis set",
  "species": ["O", "C", "C", "C", "C", "N", "O", "O", "C", "C", "H", "H", "H", "H", "C", "N", "C", "C", "C", "C", "C", "C", "C", "C", "C", "C", "C", "C", "N", "C", "C", "C", "C", "C", "C", "C", "C", "N", "C", "C", "C", "C", "C", "C", "H", "H", "H", "H", "H", "H", "H", "H", "H", "H", "H", "H", "H", "H", "H", "H", "H", "H", "H", "H", "H", "H", "H", "H", "H", "H", "H", "H", "H", "H", "H", "H"],
  "coordinates": [[-2.7946, -1.1928, -0.5821], [-3.1376, -0.0091, -0.6700], [-3.0446, 0.6985, -1.9055], [-3.4499, 1.9942, -1.9967], [-3.9598, 2.6498, -0.8814], [-4.4304, 4.0114, -1.0015], [-4.8950, 4.5672, -0.0005], [-4.3540, 4.5683, -2.1030], [-4.0479, 1.9952, 0.3430], [-3.6494, 0.6995, 0.4576], [-2.6606, 0.1724, -2.7596], [-3.3878, 2.5247, -2.9343], [-4.4402, 2.5276, 1.1953], [-3.7224, 0.1743, 1.3918], [0.6312, -8.2798, 1.1492], [-0.5042, -7.3631, 1.2746], [-1.8230, -7.9865, 1.1317], [-0.3417, -5.9531, 1.1653], [-0.9891, -5.0746, 2.0501], [-0.8413, -3.7175, 1.9281], [-0.0483, -3.1646, 0.9088], [0.1160, -1.7469, 0.8280], [0.9196, -1.1046, -0.0667], [1.1173, 0.2917, -0.1197], [1.9046, 0.8478, -1.2252], [1.6705, 0.4532, -2.5522], [2.4043, 0.9810, -3.5789], [3.4328, 1.9030, -3.3297], [4.2048, 2.4522, -4.4061], [3.8499, 3.7302, -5.0274], [5.4621, 1.8422, -4.8493], [3.6805, 2.2825, -2.0020], [2.9234, 1.7835, -0.9778], [0.5438, 1.2004, 0.8822], [0.7025, 0.9879, 2.2622], [0.1782, 1.8665, 3.1722], [-0.5535, 2.9885, 2.7526], [-1.1217, 3.8956, 3.7081], [-0.3451, 5.0033, 4.2725], [-2.4463, 3.6652, 4.2933], [-0.7141, 3.2018, 1.3750], [-0.1628, 2.3420, 0.4642], [0.5852, -4.0479, 0.0146], [0.4528, -5.4039, 0.1497], [1.5724, -7.7407, 1.2522], [0.5819, -9.0345, 1.9338], [0.6143, -8.7759, 0.1801], [-2.6011, -7.2269, 1.0729], [-1.8529, -8.5737, 0.2145], [-2.0262, -8.6400, 1.9780], [-1.5768, -5.4831, 2.8532], [-1.3244, -3.0536, 2.6254], [-0.4358, -1.1503, 1.5316], [1.4566, -1.6893, -0.7909], [0.8690, -0.2375, -2.7505], [2.1967, 0.6954, -4.5944], [2.9291, 4.1167, -4.5925], [4.6422, 4.4596, -4.8667], [3.6993, 3.5962, -6.0977], [5.6585, 0.9261, -4.2940], [5.4077, 1.5997, -5.9095], [6.2913, 2.5288, -4.6867], [4.4856, 2.9658, -1.7983], [3.1218, 2.0728, 0.0402], [1.2892, 0.1482, 2.5940], [0.3306, 1.7144, 4.2259], [0.6397, 5.0465, 3.8093], [-0.8545, 5.9489, 4.0924], [-0.2170, 4.8677, 5.3454], [-2.9100, 2.7844, 3.8511], [-2.3633, 3.5075, 5.3673], [-3.0918, 4.5231, 4.1122], [-1.2740, 4.0577, 1.0411], [-0.2775, 2.5166, -0.5922], [1.1729, -3.6610, -0.7976], [0.9325, -6.0666, -0.5495]],
  "e_homo_ev": -6.155,
  "lumo_energy_ev": -2.60,
  "gap_ev": 3.55,
  "e_above_lowest_kcal_mol": 16.79,
  "molar_mass_da": 536.7
}